Arrangement a

The following is a DFT calculation (ωB97M-V with the def2-TZVPD basis set) of a molecular structure, C39H64N9OS3SbSc.

Geometry (Å):
C -3.7375 -4.3069 -1.7505
H -5.1940 -2.3764 -3.2799
H -2.6084 1.0432 -2.9324
C -0.2746 5.2446 -1.2327
C 4.2386 4.4674 0.7293
H 3.8293 0.2253 3.8558
H -4.8886 1.0383 -0.1579
S 1.1610 -2.0147 0.7535
C 4.7037 2.1573 3.5856
C 4.6181 0.7398 -3.8002
H 5.0074 1.7168 -4.1046
H 4.7325 5.3444 1.1248
H -4.1741 2.8144 1.1366
H -2.2162 3.5489 3.6505
C 4.3513 -1.7411 0.5828
C 4.7978 3.2772 2.7999
C 4.1824 3.3071 1.5328
H -3.8091 0.9914 -4.2260
C -1.7617 1.0257 2.3287
C -5.0851 -1.3079 -3.4438
C 0.1137 5.6900 1.0581
N 2.4364 0.0676 1.5439
H 5.0181 -2.5765 0.3536
H -3.6871 -3.9467 0.9459
H 1.1249 0.3915 3.5699
S 0.4085 2.7711 1.8590
H -3.9689 -0.2459 1.9260
C 1.6256 -2.9053 3.6038
H -0.5574 -3.2587 -0.9367
H 2.3683 -3.5422 3.1334
N 0.2120 6.5134 1.8577
N 2.3366 -0.3483 -2.7967
H 0.7217 -0.7853 4.8347
H 4.9549 -0.8201 0.6625
H -3.7011 -4.0384 -2.8025
H -6.9578 -1.9637 0.4944
H 6.2935 0.7604 -1.8370
H -4.1371 -1.9944 1.9958
H -3.9434 3.1435 3.4973
N -2.6765 1.9929 2.3245
H 3.8947 -1.7497 -2.7353
C 3.9601 1.0557 3.1819
N 4.3049 0.7627 -2.3907
C 0.8726 -0.6575 3.7602
H -3.5361 -5.3777 -1.6746
H 5.1612 1.0744 -0.5132
H 0.5442 -0.8105 -3.6857
H 2.6744 3.3456 -2.0338
H -2.8364 1.9969 0.2584
C 3.6713 4.4952 -0.5117
C -1.3163 -3.7685 -1.5324
C 3.3089 1.0270 1.9465
H -2.7866 -2.5355 -4.0229
H -1.0871 -4.8371 -1.5209
N 2.4565 1.0341 -0.9119
C -0.0692 4.7369 0.0541
H 3.6278 -1.6239 -0.2157
C 2.4116 -1.2962 1.9827
C -2.7043 -3.5338 -0.9505
H -6.1339 0.2224 -1.0927
C -3.6062 0.6891 -3.1957
O -1.3775 0.3524 1.3597
H -2.8517 2.0686 4.4022
H 2.3934 -2.2697 -1.9311
N 1.9629 -1.5141 3.3497
S -0.4481 2.2538 -0.9413
H -0.0620 -0.9309 3.2351
C -0.0151 3.3739 0.2991
H -5.6736 -3.1473 0.3294
H -1.9989 -3.4220 1.0839
H -5.5301 -0.9649 2.3262
H -5.2631 -1.1099 -4.5042
H -2.5792 3.5917 0.9850
C 4.5899 -2.1266 2.9103
H 5.5115 2.3510 -1.6901
Sb -3.0113 -1.2664 -0.9110
H -4.7421 -4.1292 -1.3815
C -2.6803 -1.4545 -3.9995
C 3.0957 3.3364 -1.0371
H -4.3255 1.1919 -2.5515
C -5.6399 0.2574 -0.1255
C -2.9342 2.7299 3.5403
C -3.0981 2.6364 1.1027
H 4.0659 -2.0400 3.8564
H -6.3874 0.5334 0.6199
H 3.6858 5.3979 -1.1063
H -2.3789 -5.0535 0.5439
H 5.1773 2.1394 4.5603
N 3.6533 -2.0376 1.8063
H 1.6243 -3.0747 4.6834
C 2.8091 -1.7247 -2.7887
C 0.8932 -0.2755 -2.8003
H 0.6399 -3.1666 3.1956
H 5.3753 -0.0181 -4.0259
H -6.2473 -2.2660 -1.0920
C 3.0233 0.5329 -1.9583
H -2.8245 -1.0792 -5.0150
H 3.7167 0.5264 -4.3676
C 5.3672 1.2722 -1.5607
H 5.3579 -1.3432 2.8545
H 5.3346 4.1543 3.1360
Sc 0.7152 0.4631 0.5333
C -6.0243 -2.1846 -0.0315
H 0.5809 0.7679 -2.8684
C -3.6966 -0.8268 -3.0601
N -0.3970 5.6984 -2.2846
H -5.8539 -0.7909 -2.8789
H -1.2526 -3.4229 -2.5623
H 0.4336 -0.7408 -1.8982
H -1.6677 -1.2073 -3.6901
C 3.0189 2.1794 -0.2849
C -4.6372 -1.0735 1.7061
C -5.0122 -1.0829 0.2298
C 3.4970 2.1568 1.0577
H 2.4880 -2.2170 -3.7081
H 5.0736 -3.1080 2.8593
C -2.6993 -4.0106 0.4936
H -1.4476 0.7594 3.3544

For the molar mass, the calculation gives 937.9 g/mol. For the gap between HOMO and LUMO, the calculation gives 6.638 eV. The net charge is -1.

Arrangement b

The following is a DFT calculation (ωB97M-V with the def2-TZVPD basis set) of a molecular structure, C39H64N9OS3SbSc.

Geometry (Å):
C 0.5748 -4.2601 -4.1395
H 4.2918 4.1147 -1.6836
C 4.7847 1.1589 -0.9863
H 0.9941 -0.7562 4.3687
H 6.7291 2.2857 0.4353
H 3.4489 5.5482 3.2299
C -1.0444 0.9021 2.9137
H -2.8824 1.7513 0.9937
C 0.9495 0.3147 4.1560
H 1.4557 0.8663 4.9497
C -3.4926 -1.9791 -0.5615
C -1.7264 -4.2094 -3.3598
C 1.3249 -4.3417 3.1776
H -4.1981 2.4795 -2.2871
H 1.6521 3.5286 -3.0258
C -4.9609 -4.2684 0.2187
H 4.4137 4.9265 1.8881
H -2.4714 -3.5672 -2.9068
H -1.9894 -4.3508 -4.4121
C -3.0672 0.3351 -1.4134
C -3.5521 -4.3639 0.0700
H 3.1174 5.3383 -2.1580
H -5.5115 -5.1348 0.5649
H 4.4880 2.8801 3.4465
H 5.8096 0.0773 1.2635
S -1.7938 -1.8782 2.3529
H 4.7634 0.8583 2.4516
C 4.8237 0.5400 1.4097
C 5.7547 2.7407 0.6652
N -0.6097 -2.4191 -1.2549
H -0.7026 0.8777 6.1442
S -1.3533 1.1945 -1.5328
H -1.4630 -0.5425 5.3892
H 0.1780 3.9682 -0.3226
C 3.4251 4.6774 -1.3341
H 0.5599 -5.3372 -3.9434
H 5.6459 3.6182 0.0260
H 0.2764 -4.6890 -0.4438
C 0.0518 -3.6839 3.1959
C -2.8143 -3.2470 -0.3892
C -2.8782 -5.5700 0.3962
C -4.8655 -1.9448 -0.4340
C -0.2109 -2.5828 2.3880
H -1.0118 -6.5837 0.5428
H -3.3469 3.1435 -0.8889
H 0.7109 5.1700 -1.5002
H -4.6454 1.7051 1.2216
C -5.5931 -3.0941 -0.0605
H 5.7314 0.6085 -1.0765
H 4.7907 1.9472 -1.7401
N -0.4375 0.7445 4.0832
H -5.5904 0.5562 -2.2210
C 2.2582 3.7641 -0.9659
N 2.3406 -4.8893 3.1607
N -3.5949 0.1876 -2.7764
C 2.7030 3.6813 2.4625
H 0.7477 2.9797 3.1400
H -3.7385 0.1907 1.1711
C -2.8560 -0.7441 -3.5946
C -1.4126 -3.4377 -0.6452
C -0.9484 -4.2291 4.0675
H 3.0553 1.8786 3.6693
H 0.3522 -4.1068 -5.2007
H 2.8425 5.6734 1.5809
H -2.1212 1.0826 3.0023
H -3.0259 -0.5219 -4.6533
H 5.7985 3.0796 1.6994
H 1.0273 2.2598 -1.9722
C 1.7549 -1.0891 -1.8551
Sc -0.8813 -0.6013 0.1714
H 0.2640 -1.7467 -4.7981
H 2.7242 2.2381 -2.4741
S 1.0335 -1.8967 1.3990
H -5.2841 0.5062 -3.9644
C -0.0527 -2.6331 -2.3975
C 4.6531 1.7094 0.4348
H 4.0680 -0.2361 1.2612
H 1.2447 4.5451 3.8058
H 1.8275 -0.9554 -4.5425
H -1.7541 -5.1786 -2.8532
H 3.2104 3.4048 4.5425
N -2.6914 -0.8794 -0.7485
C -1.5285 -5.6791 0.2469
H 1.9355 -1.6877 -0.9681
C -0.7946 -4.6068 -0.3001
H -6.6691 -3.0206 0.0518
C -3.8007 1.1943 0.7525
H 0.6629 4.4272 2.1388
H 1.2208 5.3145 0.1838
C 3.3955 5.0266 2.2628
H -3.4584 -6.3922 0.7991
Sb 2.5638 2.3651 0.7008
N -1.7285 -4.6718 4.7933
H -5.1167 2.9194 -0.8308
N 1.0154 -1.8547 -2.8375
C 1.0242 4.5983 -0.6159
C 1.2547 3.9192 2.9018
N -4.0270 1.1471 -0.6755
H -2.1831 1.0723 5.1956
O -0.4792 0.9115 1.8155
H 0.3351 -0.1863 -3.9494
N -0.4095 -3.6026 -3.3028
H -5.3720 -0.9961 -0.5533
H -3.1658 -1.7820 -3.4161
C -5.0273 0.0518 -3.0008
H 3.7464 5.3119 -0.5093
H 1.4290 0.4881 3.1970
H 3.9794 0.4621 -1.2321
H -5.3496 -0.9977 -3.0295
H 1.2530 -0.1527 -1.5771
C -1.2471 0.5226 5.2707
H 1.5676 -3.8756 -3.9289
C 3.4072 2.9089 3.5812
C -4.1776 2.4968 -1.1993
H -1.7930 -0.6491 -3.3859
C 0.8449 -1.1430 -4.1036
C 1.9006 2.8860 -2.1699
H 2.7137 -0.8143 -2.2992

For the molar mass, the calculation gives 937.9 g/mol. For the gap between HOMO and LUMO, the calculation gives 6.661 eV. The net charge is -1.

Which structure is most stable? arrangement b, by 0.0189 hartree over the runner-up.

Arrangement a

The following is a DFT calculation (ωB97M-V with the def2-TZVPD basis set) of a single C18H32O2 molecule.

Geometry (Å):
H 4.2517 -1.3109 2.5461
C 3.9877 1.7987 -0.8423
H -2.6147 1.0695 -1.1522
H -1.5104 -0.1064 1.4501
H 3.8076 -0.3755 -1.0004
C 0.1946 2.6340 -1.0717
H 3.9937 0.9556 1.7359
H -1.9370 2.2876 1.6774
H 4.7702 1.8174 -1.6056
O -4.7395 1.5169 -0.1705
H 0.1601 -2.3071 1.1531
H -2.0921 -2.9236 0.2405
H -3.4852 -4.0182 -1.4904
H -2.0703 -4.2392 -2.5206
C -3.8851 0.7474 0.5212
C 2.9120 -2.1630 1.2078
H 1.8153 3.2837 0.1858
H -0.6375 3.9396 0.4139
C 3.6912 -1.1679 1.6291
H -0.0893 1.7366 -1.6252
H -5.5341 1.7002 0.3553
C -0.8952 2.9881 -0.0580
H -1.8346 3.1411 -0.5938
H 2.8029 3.1500 -2.0413
H 0.2297 -3.5164 -1.6486
C 0.6648 -2.8486 0.3498
C -1.6099 -3.5249 -0.5339
C 3.8520 0.1459 1.0278
H 1.7974 -1.1225 -0.2792
C 3.8794 0.4211 -0.2735
H -0.3953 -1.9124 -1.2740
H -2.6709 -2.6168 -2.1877
H 2.4671 -2.6694 -0.8066
H -2.7619 -0.6122 -0.6217
O -4.1202 0.3735 1.6383
H 2.8982 -3.0831 1.7792
H 0.2641 3.4502 -1.7959
C -0.2501 -2.9175 -0.8703
C -1.1036 1.9558 1.0535
H -0.2164 1.9294 1.6886
C -2.5155 -3.6045 -1.7573
C -1.3871 0.5324 0.5733
H 0.8626 -3.8620 0.7072
H -0.5377 0.1586 0.0022
H 1.5398 1.5424 0.2122
C -2.6522 0.4199 -0.2792
H 4.2535 2.5121 -0.0597
C 1.9895 -2.1511 0.0322
H 2.3451 1.4532 -2.1948
C 2.6580 2.2221 -1.4837
H -1.4654 -4.5281 -0.1268
C 1.5656 2.4203 -0.4352

For the molar mass, the calculation gives 280.5 g/mol. For the gap between HOMO and LUMO, the calculation gives 9.294 eV. The net charge is 0.

Arrangement b

The following is a DFT calculation (ωB97M-V with the def2-TZVPD basis set) of a single C18H32O2 molecule.

Geometry (Å):
C 1.4562 1.9880 3.3218
H 2.4876 0.3629 2.3234
C -0.2252 -1.8306 -2.5132
H 1.9181 1.7640 4.2864
H -1.5065 -0.0726 -2.8899
H -0.7568 0.4192 -0.6346
H -3.8450 -1.4840 2.5714
H -1.2615 -2.5109 -0.0163
C 1.8318 1.7264 0.8038
O -0.1880 1.1398 -0.2809
C -1.4613 -0.6143 3.5247
H -2.5066 -3.2636 -1.0013
C -2.2768 -2.3767 -0.4021
C -1.8846 -0.6512 2.0544
C 1.6434 -0.3502 -3.5025
C 1.0811 1.0701 -3.5067
H -0.0557 -1.1625 -4.5596
C 2.3601 1.4407 2.2148
H 0.5051 1.2280 -4.4222
C 0.9013 0.6473 0.3079
C -1.3969 -0.9345 -2.2462
O 1.1092 -0.5363 0.3963
H 0.4236 -1.8525 -1.6308
H -0.6012 -2.8504 -2.6454
H -4.1660 -2.8431 0.6281
H 1.4115 3.0761 3.2237
H 1.1462 -2.3475 -4.0624
H -1.0437 -1.0161 1.4645
H 0.2687 -0.1573 4.7248
H -0.5728 2.0175 4.0162
C 2.1970 2.1060 -3.4327
H -1.4669 -1.6341 3.9172
H 3.3438 1.9014 2.3247
H 0.4125 1.2158 -2.6590
H -0.3975 1.5945 2.3192
H 2.3972 -0.4149 -4.2922
H -2.1759 -0.0284 4.1078
H 1.3244 2.6894 0.7523
C 0.0292 1.4401 3.3095
C -0.0538 -0.0377 3.6873
H 2.6715 1.7427 0.1041
H -2.1176 0.3637 1.7172
H 2.1505 -0.5359 -2.5525
C -3.0800 -1.5135 1.8062
C -3.2547 -2.2697 0.7320
H -3.1390 -0.4981 -1.1673
C 0.6072 -1.4529 -3.7408
H 0.6259 -0.6163 3.0600
H 2.7945 1.9566 -2.5356
C -2.3035 -1.1722 -1.3033
H 1.7853 3.1123 -3.4063
H 2.8545 2.0254 -4.2960

For the molar mass, the calculation gives 280.5 g/mol. For the gap between HOMO and LUMO, the calculation gives 10.156 eV. The net charge is 0.

Which structure is most stable? arrangement a, by 0.0039 hartree over the runner-up.

Arrangement a

The following is a DFT calculation (ωB97M-V with the def2-TZVPD basis set) of 2 unconnected molecules or ions with the total composition C2H7N4.

Geometry (Å):
N 0.3856 -0.7336 -1.6133
H -0.5898 2.7140 1.2003
H 0.7920 0.2127 3.0382
C 0.1604 0.8309 1.0879
H -2.0668 -1.2772 -3.3386
H 0.0206 2.0049 2.7061
N -0.1560 1.9098 1.6800
C 0.9306 -0.0400 1.9478
N -0.2503 -1.1671 -2.4637
N -1.0420 -1.3699 -3.4198
H 0.7143 -1.1161 1.7719
H 1.8183 0.1671 1.4907
H -0.7168 -2.1353 -4.0876

For the molar mass, the calculation gives 87.1 g/mol. For the gap between HOMO and LUMO (alpha / beta), the calculation gives 5.822 / 5.824 eV. The net charge is +1.

Arrangement b

The following is a DFT calculation (ωB97M-V with the def2-TZVPD basis set) of 2 unconnected molecules or ions with the total composition C2H7N4.

Geometry (Å):
N 1.0281 -0.7490 0.0940
C -0.9631 0.4623 0.0337
H -0.0870 1.2742 2.3216
C 0.2818 0.0373 0.7938
H 1.4959 0.3909 2.5286
N 0.5902 0.5874 1.9368
N 0.4334 -0.9108 -1.1508
H 1.7485 -0.0235 -2.3011
H -0.7185 1.4820 -0.2412
N -0.7368 -0.3224 -1.2480
H -2.0607 0.4121 0.4388
H -1.4952 -0.8252 -1.6613
H 0.4835 -1.8153 -1.5450

For the molar mass, the calculation gives 87.1 g/mol. For the gap between HOMO and LUMO (alpha / beta), the calculation gives 9.129 / 8.382 eV. The net charge is +1.

Arrangement c

The following is a DFT calculation (ωB97M-V with the def2-TZVPD basis set) of a molecular structure, C2H7N4.

Geometry (Å):
H 0.0609 -0.4868 -0.0116
H -0.7246 3.3231 -1.0148
C 0.4087 -2.4711 1.5094
H 1.1768 0.5807 -1.4625
H 0.2111 -0.5341 2.6918
C 0.2320 -1.3094 2.0560
N -0.2930 1.5121 -0.5725
H 0.6252 -3.3827 1.1565
H -1.3907 -1.5396 0.6739
N 0.4695 0.5452 -0.7436
H 0.6719 2.6176 -1.8183
N -0.3759 -1.3120 0.7445
N -0.1250 2.5764 -1.2791

For the molar mass, the calculation gives 87.1 g/mol. For the gap between HOMO and LUMO, the calculation gives 10.847 eV. The net charge is +1.

Which structure is most stable? arrangement c, by 0.0083 hartree over the runner-up.

Arrangement a

The following is a DFT calculation (ωB97M-V with the def2-TZVPD basis set) of a gas-phase ion, C2H7N4 (charge +1).

Geometry (Å):
C 0.8837 0.1714 0.6342
N -2.0725 1.2621 0.2167
H 1.8683 0.2485 -1.2134
C -0.3516 -0.3825 -0.0113
H 0.4173 0.9757 1.2803
H 1.1673 1.6861 -0.8807
H 1.5190 -0.5663 1.1040
N 1.3464 0.8008 -0.5862
N -1.4752 0.2264 0.2717
H 0.4790 -2.2354 -0.2835
H -2.6512 1.5671 1.0622
H -0.8347 -2.1543 -1.1400
N -0.2958 -1.5998 -0.4540

For the molar mass, the calculation gives 87.1 g/mol. For the gap between HOMO and LUMO, the calculation gives 8.674 eV. The net charge is +1.

Arrangement b

The following is a DFT calculation (ωB97M-V with the def2-TZVPD basis set) of a gas-phase ion, C2H7N4 (charge +1).

Geometry (Å):
H -0.4342 -1.3690 1.4588
C -0.3382 0.5838 1.0079
H 1.5617 -1.3609 -0.3366
N 0.6428 -0.9992 -0.3778
H -1.0560 0.5079 2.7908
H -0.1278 -0.0674 -1.9328
H 0.7077 2.0165 0.1073
N -0.9051 1.0867 1.9706
N 0.0998 -0.7098 0.8958
N 0.5056 0.2504 -1.1806
H -0.8979 1.7833 -0.6532
H 0.1185 -1.7264 -0.8478
C 0.0151 1.3195 -0.3248

For the molar mass, the calculation gives 87.1 g/mol. For the gap between HOMO and LUMO, the calculation gives 10.470 eV. The net charge is +1.

Arrangement c

The following is a DFT calculation (ωB97M-V with the def2-TZVPD basis set) of a gas-phase ion, C2H7N4 (charge +1).

Geometry (Å):
C 1.3522 -0.7824 -0.3019
H -0.7406 0.9705 -0.7378
H 1.2747 -0.9334 -1.4704
H 1.4177 1.4124 -0.2168
H -3.2064 0.5423 -1.1522
H 0.2446 -0.4016 1.4751
N -0.8985 0.2621 0.0584
H 2.3247 0.6337 1.2272
N -3.1946 0.0467 -0.2815
N -2.2873 -0.2649 0.3890
N 0.2975 -0.1568 0.4932
H 1.7604 -1.7904 0.1350
C 1.6556 0.4618 0.3829

For the molar mass, the calculation gives 87.1 g/mol. For the gap between HOMO and LUMO, the calculation gives 11.112 eV. The net charge is +1.

Which structure is most stable? arrangement b, by 0.0047 hartree over the runner-up.